Formula: C2H5N3O3
Source: the OMol25 dataset
Level of theory: wB97M-V/def2-TZVPD

CARTESIAN COORDINATES (ANGSTROEM)
C 0.34 0.67 -0.20
C -2.33 -0.31 0.40
H 2.28 -1.00 1.28
H 2.65 -1.16 -0.48
H 2.13 1.50 0.02
H -1.92 0.17 -1.46
H -1.89 -0.60 1.34
N 2.51 -0.52 0.34
N 1.67 0.55 -0.15
N -1.51 -0.55 -0.74
O -0.36 1.66 -0.10
O -0.18 -0.61 -0.53
O -3.40 0.23 0.27

The net charge is 0. The relative energy (zero: lowest compared OMol25 entry of this formula, charge and spin) comes out at 240.39 kJ/mol. The spin multiplicity is 1. As for the LUMO energy: 0.5 eV. For the highest occupied orbital energy, the calculation gives -10.03 eV.



Formula: C2H5N3O3
Source: the OMol25 dataset
Level of theory: wB97M-V/def2-TZVPD

CARTESIAN COORDINATES (ANGSTROEM)
C 0.18 1.47 -0.11
C -1.23 -1.47 -1.23
H 2.16 3.04 1.51
H -0.37 2.34 -0.55
H 0.21 -0.57 0.44
H -1.87 -1.66 -2.19
H 0.16 -3.12 1.33
N 1.08 1.58 0.86
N -0.41 0.19 -0.10
N -0.82 -2.42 -0.32
O 1.33 2.97 1.05
O -0.63 -0.14 -1.44
O 0.20 -2.21 0.76

The net charge is 0. The relative energy (zero: lowest compared OMol25 entry of this formula, charge and spin) comes out at 734.34 kJ/mol. The spin multiplicity is 1. As for the LUMO energy: 0.5 eV. For the highest occupied orbital energy, the calculation gives -8.62 eV.



Formula: C2H5N3O3S
Source: the OMol25 dataset
Level of theory: wB97M-V/def2-TZVPD

CARTESIAN COORDINATES (ANGSTROEM)
C 0.02 0.77 0.52
C -1.30 -0.55 -0.95
N -2.74 -0.03 0.08
N 1.06 1.00 1.41
N -0.19 -0.36 -0.09
O -0.71 1.75 0.23
O -3.12 2.14 1.15
O -2.75 2.15 -1.27
S -2.60 1.49 0.01
H -1.50 -1.55 -1.23
H -1.42 0.24 -1.80
H 1.76 0.36 1.80
H 0.89 1.83 1.98
H 0.02 -1.19 0.57

The net charge is 0. The relative energy (zero: lowest compared OMol25 entry of this formula, charge and spin) comes out at 0.00 kJ/mol. The spin multiplicity is 1. As for the LUMO energy: 0.0 eV. For the highest occupied orbital energy, the calculation gives -9.14 eV.



Formula: C2H5N3OS
Source: the OMol25 dataset
Level of theory: wB97M-V/def2-TZVPD

CARTESIAN COORDINATES (ANGSTROEM)
C 0.20 0.02 0.17
C 0.41 -0.45 1.58
H -1.96 -0.30 -1.99
H -0.95 1.02 -1.77
H 1.90 1.08 0.17
H 1.25 0.77 -1.40
H -1.19 -1.34 1.25
N -1.04 -0.01 -1.71
N -0.84 -0.46 -0.41
N 1.07 0.94 -0.39
O -0.55 -1.25 2.00
S 1.70 -0.02 2.49

The net charge is 0. The relative energy (zero: lowest compared OMol25 entry of this formula, charge and spin) comes out at 140.54 kJ/mol. The spin multiplicity is 1. As for the LUMO energy: -0.2 eV. For the highest occupied orbital energy, the calculation gives -9.06 eV.



Formula: C2H5N3OS
Source: the OMol25 dataset
Level of theory: wB97M-V/def2-TZVPD

CARTESIAN COORDINATES (ANGSTROEM)
C 0.55 0.91 -0.07
C 0.59 -1.50 -0.10
H 0.23 2.92 -0.31
H -1.30 1.89 0.05
H 2.41 0.48 -0.35
H -2.01 -0.93 1.30
H 0.07 -2.53 0.12
N -0.22 1.99 0.19
N 1.72 1.18 -0.03
N -0.17 -0.34 0.04
O 1.83 -1.50 0.09
S -1.89 -0.39 -0.12

The net charge is 0. The relative energy (zero: lowest compared OMol25 entry of this formula, charge and spin) comes out at 310.83 kJ/mol. The spin multiplicity is 1. As for the LUMO energy: 0.0 eV. For the highest occupied orbital energy, the calculation gives -9.08 eV.



Formula: C2H5N3OS
Source: the OMol25 dataset
Level of theory: wB97M-V/def2-TZVPD

CARTESIAN COORDINATES (ANGSTROEM)
C 0.40 0.83 -0.07
C -2.34 -1.22 -0.10
H 2.37 -1.34 0.99
H 2.35 1.31 0.18
H 0.49 2.67 -0.20
H -3.33 -1.38 -0.56
H -1.91 -1.89 0.69
N 1.74 0.53 0.04
N -0.20 1.94 -0.25
N -1.68 -0.19 -0.45
O -0.36 -0.33 0.08
S 2.47 -0.94 -0.35

The net charge is 0. The relative energy (zero: lowest compared OMol25 entry of this formula, charge and spin) comes out at 365.85 kJ/mol. The spin multiplicity is 1. As for the LUMO energy: 0.6 eV. For the highest occupied orbital energy, the calculation gives -9.35 eV.



Formula: C2H5N3P2
Source: the OMol25 dataset
Level of theory: wB97M-V/def2-TZVPD

CARTESIAN COORDINATES (ANGSTROEM)
C 0.47 -1.10 -1.25
C 0.35 0.37 -1.13
N -1.53 -0.76 1.36
N -0.26 1.15 1.90
N 1.23 -0.39 -0.27
P -1.82 0.84 1.17
P 0.07 -0.62 2.05
H -0.25 -1.84 -0.92
H 1.19 -1.42 -2.13
H 0.75 1.12 -1.86
H -0.60 0.83 -0.56
H 0.39 1.80 1.64

The net charge is 0. The relative energy (zero: lowest compared OMol25 entry of this formula, charge and spin) comes out at 253.54 kJ/mol. The spin multiplicity is 1. As for the LUMO energy (alpha / beta): -1.0 / -1.3 eV. For the highest occupied orbital energy (alpha / beta), the calculation gives -8.17 / -9.00 eV.



Formula: C2H5N3S
Source: the OMol25 dataset
Level of theory: wB97M-V/def2-TZVPD

CARTESIAN COORDINATES (ANGSTROEM)
C -0.59 1.02 0.55
C 0.25 -0.22 0.44
H -0.14 3.64 1.81
H -1.34 3.45 0.56
H -1.66 1.03 0.18
H 1.29 -0.21 0.97
H -0.62 -3.08 -1.63
N -0.77 3.06 1.44
N 0.11 2.00 1.10
N -0.17 -0.98 -0.56
S 0.65 -2.39 -1.36

The net charge is 0. The relative energy (zero: lowest compared OMol25 entry of this formula, charge and spin) comes out at 409.14 kJ/mol. The spin multiplicity is 1. As for the LUMO energy: 0.2 eV. For the highest occupied orbital energy, the calculation gives -8.61 eV.